1.
Entry from OMol25: a structure of composition C30H43Br2CoF3N8O3PS (ωB97M-V with the def2-TZVPD basis set).

Summary:
E_HOMO (spin up / spin down)   -10.651 / -10.652 eV
ΔE to the lowest compared entry with this formula, charge and spin   19.34 kcal/mol
Net charge   +1
Kohn-Sham gap (spin up / spin down)   8.31 / 8.52 eV
Maximum force   0.019 hartree/bohr
Molecular weight   902.50 g/mol
Spin multiplicity   2

XYZ file:
```
92
Properties=species:S:1:pos:R:3:mulliken_charge:R:1
Co -1.115 -2.011 -0.109 0.073
N -2.003 -1.571 1.898 -0.404
N -3.313 -1.186 2.122 -0.533
C -4.196 -1.406 1.140 0.800
N -5.473 -1.076 1.383 -0.460
S -3.705 -2.055 -0.317 -0.510
H -1.747 -2.384 2.444 0.311
H -1.363 -0.814 2.081 0.264
H -3.618 -0.920 3.041 0.227
H -5.803 -0.819 2.299 0.193
H -6.153 -1.286 0.675 0.220
Br -2.701 -4.950 2.206 -0.067
C -3.216 -5.402 0.412 -0.570
Br -1.906 -4.895 -0.916 0.011
H -4.129 -4.877 0.178 0.352
H -3.325 -6.474 0.357 0.446
O 3.010 3.379 -2.662 -0.400
C 3.878 2.254 -2.651 -0.820
N 3.101 1.090 -2.311 0.026
C 3.129 -0.031 -3.090 0.462
O 3.781 -0.118 -4.114 -0.664
C 2.369 -1.223 -2.581 0.656
C 2.907 -2.480 -2.817 -0.902
C 2.224 -3.590 -2.359 -1.090
C 1.017 -3.410 -1.712 -0.364
N 0.472 -2.205 -1.509 0.359
C 1.154 -1.133 -1.925 0.612
H 3.451 4.108 -3.110 0.253
H 4.669 2.397 -1.913 0.340
H 4.324 2.072 -3.624 0.542
H 2.451 1.176 -1.541 -0.072
H 3.850 -2.570 -3.342 0.518
H 2.616 -4.589 -2.495 0.483
H 0.470 -4.262 -1.334 0.226
H 0.698 -0.173 -1.757 -0.458
O -1.430 0.024 -0.582 0.577
P -1.145 1.449 -0.943 -1.726
N 0.181 2.008 -0.109 1.601
C 0.340 3.426 0.272 -0.696
C 1.740 3.450 0.883 -0.796
C 1.909 2.050 1.524 -0.761
C 0.706 1.226 1.030 -0.367
N -0.823 1.585 -2.540 0.592
C -1.560 0.792 -3.540 -0.478
C -0.757 1.019 -4.831 -0.761
C 0.078 2.303 -4.589 -0.676
C -0.315 2.799 -3.193 -0.223
N -2.382 2.481 -0.585 0.241
C -3.491 2.737 -1.517 -0.490
C -4.357 3.752 -0.753 -0.721
C -3.982 3.567 0.741 -0.707
C -2.993 2.398 0.748 0.000
H -0.411 3.716 1.017 0.281
H 0.230 4.082 -0.590 0.504
H 1.851 4.259 1.605 0.418
H 2.471 3.598 0.090 0.160
H 1.910 2.097 2.612 0.480
H 2.851 1.593 1.219 0.266
H -0.041 1.154 1.832 0.357
H 0.966 0.209 0.734 -0.329
H -2.589 1.147 -3.661 0.516
H -1.598 -0.253 -3.236 0.135
H -1.428 1.128 -5.681 0.356
H -0.104 0.170 -5.033 0.276
H -0.112 3.063 -5.344 0.472
H 1.144 2.075 -4.614 0.056
H -1.090 3.574 -3.255 0.304
H 0.536 3.199 -2.648 -0.023
H -4.061 1.821 -1.715 0.239
H -3.119 3.125 -2.464 0.313
H -5.415 3.572 -0.935 0.373
H -4.130 4.765 -1.080 0.285
H -4.850 3.359 1.366 0.404
H -3.500 4.465 1.126 0.237
H -3.522 1.444 0.866 -0.269
H -2.236 2.469 1.533 0.439
F 4.376 -3.855 7.319 -0.273
C 4.661 -2.899 6.420 0.872
F 4.652 -1.715 7.070 -0.249
F 5.921 -3.100 5.988 -0.254
C 3.688 -2.892 5.277 0.263
C 2.517 -3.628 5.337 -0.577
C 1.624 -3.588 4.277 -0.790
C 1.893 -2.805 3.152 0.215
C 3.088 -2.076 3.104 -0.350
C 3.979 -2.120 4.160 -0.968
C 0.946 -2.708 2.069 0.694
C 0.149 -2.626 1.159 -0.340
H 2.305 -4.234 6.209 0.454
H 0.712 -4.171 4.306 0.482
H 3.305 -1.484 2.224 0.513
H 4.906 -1.559 4.123 0.392
```

=====

2.
Entry from OMol25: a structure of composition C30H43F16GaN3SbSi2 at a distorted geometry (ωB97M-V with the def2-TZVPD basis set).

Summary:
E_HOMO (spin up / spin down)   -4.931 / -5.592 eV
ΔE to the lowest compared entry with this formula, charge and spin   0.00 kcal/mol
Net charge   -1
Kohn-Sham gap (spin up / spin down)   7.27 / 7.11 eV
Maximum force   0.022 hartree/bohr
Molecular weight   997.32 g/mol
Spin multiplicity   2

XYZ file:
```
96
Properties=species:S:1:pos:R:3:mulliken_charge:R:1
Ga 0.416 -0.160 0.964 -0.066
C 3.453 -0.774 -0.126 -0.332
N 2.722 -0.282 1.043 0.869
C 3.113 1.103 1.342 -1.290
C 2.372 2.025 0.402 0.215
N 0.945 1.741 0.440 0.890
C 0.161 2.789 0.908 -0.120
C -0.952 3.254 0.194 -0.716
F -1.256 2.723 -0.999 -0.237
C -1.762 4.283 0.635 -0.077
F -2.810 4.675 -0.101 -0.334
C -1.468 4.947 1.812 0.812
F -2.235 5.960 2.235 -0.339
C -0.361 4.550 2.536 0.099
F -0.057 5.172 3.681 -0.335
C 0.419 3.498 2.089 0.483
F 1.446 3.133 2.875 -0.388
C 2.999 -1.146 2.200 -0.567
C 2.129 -0.724 3.369 -1.100
N 0.782 -0.515 2.862 1.881
C -0.188 -0.506 3.845 -1.015
C -1.281 -1.377 3.780 0.628
F -1.352 -2.256 2.777 -0.086
C -2.261 -1.438 4.752 -0.417
F -3.264 -2.316 4.642 -0.394
C -2.186 -0.619 5.866 0.856
F -3.137 -0.660 6.809 -0.340
C -1.109 0.237 5.987 0.238
F -1.018 1.046 7.051 -0.336
C -0.141 0.285 4.999 0.225
F 0.853 1.175 5.166 -0.364
H 4.535 -0.733 0.060 0.262
H 3.168 -1.802 -0.329 -0.186
H 3.227 -0.163 -0.995 -0.212
H 2.807 1.339 2.355 0.177
H 4.204 1.215 1.269 0.423
H 2.599 3.066 0.653 0.713
H 2.739 1.880 -0.621 -0.669
H 2.760 -2.166 1.920 0.104
H 4.067 -1.105 2.453 0.383
H 2.140 -1.547 4.095 0.642
H 2.545 0.149 3.882 0.267
C 2.174 -1.843 -3.128 -1.372
Si 1.036 -0.376 -2.797 -0.601
C -0.715 -0.906 -3.373 3.118
C -0.696 -1.619 -4.733 -1.973
C -1.659 0.296 -3.452 -1.688
C -1.253 -1.911 -2.345 -2.324
C 1.765 1.157 -3.722 2.646
C 1.166 2.476 -3.225 -1.531
C 3.288 1.215 -3.556 -1.879
C 1.484 1.031 -5.229 -2.098
H 2.102 -2.113 -4.186 0.527
H 1.872 -2.713 -2.544 0.153
H 3.220 -1.637 -2.906 0.388
H -0.351 -0.985 -5.550 0.326
H -1.718 -1.934 -4.972 0.525
H -0.079 -2.518 -4.711 0.413
H -1.334 1.024 -4.197 0.346
H -1.741 0.812 -2.495 -0.022
H -2.662 -0.037 -3.738 0.554
H -0.645 -2.815 -2.304 0.374
H -2.271 -2.208 -2.620 0.580
H -1.290 -1.492 -1.337 -0.123
H 1.327 2.617 -2.156 0.010
H 0.090 2.524 -3.391 0.303
H 1.625 3.315 -3.763 0.527
H 3.591 1.386 -2.522 0.282
H 3.679 2.051 -4.147 0.550
H 3.777 0.306 -3.908 0.334
H 0.421 1.095 -5.457 0.373
H 1.870 0.098 -5.647 0.370
H 1.981 1.857 -5.753 0.517
C -4.302 0.108 2.065 -1.237
Si -3.249 -0.661 0.704 1.038
C -3.468 -2.517 0.731 -1.183
C -4.053 -0.079 -0.899 -1.326
C -1.558 0.147 0.883 -1.487
H -5.333 -0.253 2.020 0.334
H -4.320 1.195 1.950 0.288
H -3.917 -0.112 3.062 0.151
H -4.396 -2.753 0.202 0.511
H -3.541 -2.916 1.742 0.332
H -2.651 -3.040 0.234 0.180
H -5.136 -0.193 -0.806 0.491
H -3.734 -0.672 -1.755 0.242
H -3.844 0.971 -1.118 0.278
H -1.600 0.678 1.845 0.720
H -1.614 0.923 0.116 0.207
F 0.796 -2.236 0.348 0.330
Sb 0.972 -4.188 0.607 2.096
F 1.189 -3.869 2.448 -0.562
F 2.830 -3.931 0.354 -0.602
F 1.202 -6.037 0.840 -0.561
F 0.798 -4.370 -1.263 -0.573
F -0.888 -4.302 0.778 -0.524
```

=====

3.
Entry from OMol25: a structure of composition C30H43FFeN5O8P at a distorted geometry (ωB97M-V with the def2-TZVPD basis set).

Summary:
E_HOMO (spin up / spin down)   -6.130 / -6.175 eV
ΔE to the lowest compared entry with this formula, charge and spin   22.89 kcal/mol
Kohn-Sham gap (spin up / spin down)   5.52 / 5.57 eV
Maximum force   0.066 hartree/bohr
Molecular weight   707.52 g/mol
Spin multiplicity   5

XYZ file:
```
89
Properties=species:S:1:pos:R:3:mulliken_charge:R:1
Fe -1.027 -0.458 2.178 2.306
N -1.579 -2.156 3.481 -0.440
C -2.751 -2.148 4.366 -0.774
C -2.735 -0.984 5.349 -0.684
C -3.019 0.387 4.751 -0.624
N -1.935 0.823 3.867 -0.347
H -1.638 -2.940 2.841 0.248
H -0.719 -2.234 4.020 0.293
H -2.815 -3.082 4.934 0.413
H -3.643 -2.096 3.738 0.306
H -1.770 -0.960 5.867 0.293
H -3.492 -1.181 6.112 0.427
H -3.181 1.099 5.568 0.410
H -3.947 0.348 4.172 0.255
H -1.040 0.798 4.357 0.317
H -2.072 1.777 3.551 0.223
C 6.161 1.436 0.293 -1.061
C 5.314 0.203 0.569 -0.854
N 3.912 0.530 0.818 0.254
C 3.402 0.356 2.060 -0.185
C 2.120 0.618 2.414 0.310
C 1.654 0.121 3.766 -0.526
O 2.397 0.237 4.731 -0.778
O 0.490 -0.415 3.757 -0.724
C 1.229 1.181 1.452 1.073
O 0.035 1.493 1.700 -0.636
C 1.788 1.392 0.127 0.317
C 0.952 1.844 -0.905 -0.572
C 1.371 1.793 -2.194 0.230
F 0.574 2.299 -3.169 -0.441
C 2.618 1.234 -2.561 -0.070
C 3.489 0.922 -1.536 -0.029
C 3.084 0.980 -0.195 -0.493
N 2.902 0.961 -3.888 -0.018
C 4.251 0.746 -4.348 -0.973
C 4.566 -0.760 -4.503 -0.590
N 3.283 -1.484 -4.622 -0.025
C 2.360 -0.763 -5.529 -0.742
C 1.871 0.498 -4.803 -0.649
H 7.195 1.146 0.104 0.393
H 6.143 2.108 1.151 0.359
H 5.794 1.983 -0.575 0.286
H 5.675 -0.314 1.456 0.408
H 5.374 -0.515 -0.250 0.390
H 4.084 -0.038 2.803 0.472
H -0.029 2.223 -0.655 0.444
H 4.436 0.465 -1.778 0.257
H 4.953 1.207 -3.658 0.424
H 4.382 1.250 -5.311 0.427
H 5.097 -1.162 -3.640 0.398
H 5.166 -0.935 -5.397 0.395
H 2.824 -1.633 -3.563 0.251
H 3.408 -2.439 -4.950 0.396
H 1.529 -1.425 -5.749 0.427
H 2.893 -0.525 -6.452 0.363
H 0.980 0.244 -4.233 0.384
H 1.595 1.265 -5.534 0.391
O -0.392 -4.048 -3.121 -0.740
C -0.585 -3.551 -2.014 0.545
C 0.351 -2.659 -1.330 -0.354
O 1.466 -2.314 -1.843 -0.877
C -0.213 -2.241 -0.089 0.939
C -1.527 -2.866 0.050 0.446
O -2.263 -2.667 1.015 -0.826
C -1.803 -3.709 -1.153 -0.004
O -2.797 -4.354 -1.386 -0.657
O 0.255 -1.460 0.791 -0.845
C -2.441 3.340 0.709 -1.198
C -3.511 2.297 1.022 -0.971
P -2.985 0.550 0.752 0.961
C -2.838 0.466 -1.085 0.174
C -4.121 0.478 -1.910 -1.653
C -4.532 -0.383 1.152 -0.161
C -5.881 0.322 1.037 -1.580
H -2.810 4.342 0.932 0.459
H -2.177 3.327 -0.351 0.249
H -1.529 3.164 1.278 0.168
H -4.415 2.496 0.442 0.568
H -3.808 2.367 2.074 0.476
H -2.253 -0.427 -1.315 0.064
H -2.203 1.310 -1.371 0.053
H -4.752 -0.379 -1.674 0.344
H -3.887 0.428 -2.974 0.443
H -4.699 1.388 -1.744 0.312
H -4.393 -0.741 2.175 -0.164
H -4.500 -1.283 0.536 0.497
H -5.955 1.175 1.712 0.295
H -6.683 -0.371 1.300 0.467
H -6.077 0.680 0.027 0.268
```